{
  "formula": "C55H99F12N18O3P2",
  "method": "wB97M-V/def2-TZVPD",
  "total_charge": 5,
  "fmax_ev_per_a": 7.4,
  "homo_lumo_gap_ha": 0.24272,
  "lumo_energy_ev": -10.01,
  "e_tot_ha": -5246.05807,
  "elements": ["C", "O", "O", "O", "C", "C", "N", "C", "C", "N", "C", "C", "H", "H", "H", "H", "H", "H", "H", "H", "H", "H", "H", "C", "C", "N", "C", "C", "N", "C", "C", "H", "H", "H", "H", "H", "H", "H", "H", "H", "H", "H", "C", "C", "N", "C", "C", "N", "C", "C", "H", "H", "H", "H", "H", "H", "H", "H", "H", "H", "H", "C", "C", "N", "C", "C", "N", "C", "C", "H", "H", "H", "H", "H", "H", "H", "H", "H", "H", "H", "C", "C", "N", "C", "C", "N", "C", "C", "H", "H", "H", "H", "H", "H", "H", "H", "H", "H", "H", "C", "C", "N", "C", "C", "N", "C", "C", "H", "H", "H", "H", "H", "H", "H", "H", "H", "H", "H", "C", "C", "N", "C", "C", "N", "C", "C", "H", "H", "H", "H", "H", "H", "H", "H", "H", "H", "H", "C", "C", "N", "C", "C", "N", "C", "C", "H", "H", "H", "H", "H", "H", "H", "H", "H", "H", "H", "C", "C", "N", "C", "C", "N", "C", "C", "H", "H", "H", "H", "H", "H", "H", "H", "H", "H", "H", "P", "F", "F", "F", "F", "F", "F", "P", "F", "F", "F", "F", "F", "F"],
  "positions_angstrom": [[-0.454897, 0.253509, 0.754196], [-0.443426, 1.351900, 0.183267], [-0.067478, 0.060274, 1.986048], [-0.879651, -0.748870, 0.196462], [4.608150, 3.727392, -0.634870], [6.158726, 3.333418, -0.561366], [6.480482, 2.197218, -1.458036], [6.165519, 0.889674, -1.267101], [6.363481, 0.233381, -2.448552], [6.943893, 1.142677, -3.299672], [7.013012, 2.344697, -2.721413], [7.366483, 0.892189, -4.634599], [3.974387, 3.009684, -0.113955], [4.307111, 3.718187, -1.682429], [4.579020, 4.717672, -0.180352], [6.415670, 3.087276, 0.468926], [6.733744, 4.210070, -0.859569], [5.722620, 0.486443, -0.368407], [6.262699, -0.826922, -2.627448], [7.245915, 3.237684, -3.282410], [6.702846, 1.436905, -5.306135], [7.489825, -0.170879, -4.841457], [8.354651, 1.343178, -4.725261], [-1.755490, 3.958715, 2.828095], [-2.345815, 2.624069, 3.072805], [-3.474074, 2.423410, 2.256919], [-4.795895, 2.523033, 2.797534], [-5.740705, 2.227337, 1.828285], [-5.072652, 1.881039, 0.651088], [-3.692138, 2.066574, 0.939253], [-5.657107, 1.739603, -0.600867], [-1.169768, 3.830811, 1.917785], [-1.087502, 4.300092, 3.618886], [-2.501805, 4.751631, 2.779036], [-2.708084, 2.485751, 4.091486], [-1.549219, 1.925299, 2.817368], [-4.928381, 2.923307, 3.791831], [-6.814640, 2.141324, 1.903563], [-2.919221, 1.888723, 0.206191], [-6.474519, 2.450706, -0.720376], [-5.901565, 0.680077, -0.676560], [-4.944332, 2.043197, -1.367604], [2.534052, -3.170420, -0.859922], [1.040117, -3.439482, -0.963908], [0.678486, -4.148512, 0.263867], [0.283738, -3.606282, 1.523184], [-0.026930, -4.672504, 2.392557], [0.508958, -5.854921, 1.833791], [0.826855, -5.522141, 0.508986], [0.447531, -7.131707, 2.505449], [2.805344, -2.481621, -1.659963], [3.144162, -4.059803, -1.017587], [2.812252, -2.693992, 0.080144], [0.822516, -3.997818, -1.874401], [0.252040, -2.688802, -1.023181], [0.090515, -2.551723, 1.653442], [-0.371147, -4.715455, 3.415330], [1.305471, -6.216207, -0.165996], [-0.354128, -7.093888, 3.243020], [1.260923, -7.191408, 3.228584], [0.308854, -7.976684, 1.831000], [-1.142271, 0.616403, 6.344497], [-1.327782, -0.149988, 5.021314], [-2.643094, -0.168779, 4.499493], [-3.751313, 0.085174, 5.285658], [-4.872614, -0.321636, 4.570637], [-4.482965, -0.824239, 3.401811], [-3.099859, -0.638743, 3.312241], [-5.368961, -1.394874, 2.455087], [-1.805814, 0.227092, 7.116660], [-1.083136, 1.695941, 6.205904], [-0.146813, 0.472423, 6.764545], [-1.031954, -1.186243, 5.184919], [-0.592632, 0.370209, 4.407265], [-3.604845, 0.391868, 6.310785], [-5.948704, -0.344190, 4.659690], [-2.474739, -0.968317, 2.495540], [-5.022535, -2.400031, 2.214748], [-5.400219, -0.896718, 1.486089], [-6.396272, -1.433235, 2.817396], [1.328261, 5.962203, -0.131401], [1.086398, 4.531307, 0.380860], [1.765290, 4.245289, 1.633297], [2.707338, 5.065382, 2.275219], [2.890708, 4.594492, 3.611564], [2.113826, 3.505571, 3.824025], [1.559864, 3.217659, 2.545083], [1.798764, 2.962273, 5.150801], [1.123355, 6.745379, 0.598496], [0.657989, 6.123299, -0.975735], [2.338748, 5.983044, -0.539533], [1.589947, 3.875855, -0.329729], [0.014197, 4.414242, 0.538229], [3.166912, 5.951544, 1.863026], [3.423598, 4.870550, 4.509466], [0.798040, 2.464957, 2.405557], [2.399602, 3.478605, 5.899449], [1.947445, 1.883009, 5.185292], [0.761781, 3.228546, 5.355409], [4.180770, 0.660529, 2.829790], [3.313033, -0.470041, 2.202300], [3.055507, -1.614344, 3.207708], [1.832619, -1.910977, 3.780653], [1.917739, -3.038652, 4.578003], [3.149173, -3.570657, 4.370560], [3.859563, -2.670427, 3.550367], [3.744129, -4.784183, 4.988549], [5.200378, 0.278358, 2.879170], [4.010049, 0.889125, 3.881780], [4.127422, 1.627135, 2.328865], [3.774243, -0.954915, 1.341903], [2.314818, -0.154869, 1.898442], [1.025838, -1.213464, 3.610436], [1.228749, -3.615305, 5.177306], [4.886768, -2.749161, 3.226245], [3.590841, -4.848496, 6.065802], [4.810941, -4.844456, 4.773199], [3.278986, -5.645689, 4.509452], [2.841197, 0.006274, -7.578955], [1.953256, 1.107123, -7.016364], [1.535981, 0.661621, -5.686906], [0.278604, 0.152836, -5.377732], [0.237595, -0.312447, -4.023561], [1.487047, 0.130603, -3.483819], [2.268419, 0.648012, -4.519539], [1.807599, 0.231575, -2.093334], [2.249596, -0.908561, -7.544699], [3.671658, -0.306245, -6.945895], [3.182181, 0.228252, -8.590172], [1.151770, 1.544171, -7.611951], [2.530198, 2.031341, -7.048742], [-0.488939, -0.015550, -6.118635], [-0.541057, -0.703088, -3.385203], [3.289437, 0.999698, -4.503812], [1.251483, -0.505432, -1.513982], [1.306816, 1.139287, -1.756627], [2.874565, 0.268312, -1.873512], [-4.409576, -3.107410, -0.618501], [-2.923782, -3.613006, -0.198363], [-2.757423, -5.021752, -0.072220], [-3.075318, -5.773383, 1.055787], [-2.824019, -7.060506, 0.822392], [-2.316373, -7.194875, -0.497927], [-2.351698, -5.937250, -1.057135], [-1.766974, -8.406581, -1.047459], [-4.650592, -2.047877, -0.532418], [-5.114461, -3.462202, 0.133410], [-4.693734, -3.681336, -1.500519], [-2.576545, -3.271207, 0.776678], [-2.178668, -3.182846, -0.867593], [-3.415869, -5.324515, 1.977168], [-2.921656, -7.940932, 1.440239], [-1.959724, -5.690068, -2.032656], [-0.856393, -8.182516, -1.603119], [-2.405585, -9.085675, -1.612343], [-1.507850, -9.103439, -0.250374], [-0.806838, 4.992627, -4.478028], [-0.867007, 3.926225, -3.392637], [-1.934384, 2.901065, -3.421659], [-2.861691, 2.757865, -4.439206], [-3.497559, 1.509403, -4.156184], [-2.903907, 0.917329, -3.059099], [-1.896880, 1.788611, -2.652741], [-3.323240, -0.346314, -2.434555], [-1.744308, 5.497502, -4.711164], [-0.411246, 4.563098, -5.398422], [-0.060654, 5.775301, -4.341186], [-0.858726, 4.402156, -2.412057], [0.066217, 3.381790, -3.536785], [-3.010395, 3.496190, -5.213250], [-4.276842, 0.892874, -4.579299], [-1.229723, 1.630793, -1.818246], [-2.439395, -0.983450, -2.465758], [-4.062509, -0.901707, -3.011709], [-3.666512, -0.224277, -1.407239], [-1.703708, -3.578521, -4.626460], [-3.143644, -4.023097, -4.208892], [-1.951565, -3.855527, -6.187640], [-2.108217, -1.931753, -4.775598], [-0.081017, -3.414203, -4.920660], [-1.495970, -3.363665, -3.038921], [-1.437193, -5.191441, -4.419039], [-3.524766, 6.090952, -0.861752], [-1.911325, 5.915324, -0.673741], [-3.874033, 4.494807, -1.054929], [-3.655168, 5.863417, 0.765711], [-5.184038, 6.485254, -1.102666], [-3.402232, 7.652470, -0.417567], [-3.379275, 6.385574, -2.369400]],
  "atomic_forces_ev_per_a": [[0.463, -0.409, 2.292], [0.473, 3.312, -0.798], [1.003, 0.975, 1.742], [-1.737, -4.184, -2.879], [1.967, -0.718, -0.142], [-1.607, 0.209, 0.011], [1.023, 1.471, -1.145], [-0.882, -0.449, -0.515], [0.746, 0.204, 0.904], [-0.662, 0.026, 1.224], [-1.499, -1.344, 1.359], [1.099, 0.450, -1.254], [0.081, 0.064, 0.228], [-0.070, 0.437, 0.024], [-0.482, -0.066, -0.167], [0.203, -0.153, -0.183], [0.155, -0.295, -0.101], [0.205, 0.327, 0.054], [0.135, 0.196, -0.365], [0.265, 0.173, 0.486], [0.001, -0.500, -0.290], [-0.396, 0.173, 0.008], [0.049, -0.112, -0.281], [0.470, 1.387, 0.075], [1.578, -0.195, 0.841], [-5.891, -1.540, -3.448], [0.074, 0.051, -1.238], [1.620, -0.320, 0.625], [4.703, 2.446, 5.161], [-1.502, -0.175, 0.741], [-0.286, -0.322, -2.099], [-0.283, 0.668, -0.139], [0.203, -0.365, 0.181], [-0.004, -0.019, -0.549], [0.228, -0.026, 0.031], [-0.284, -0.703, 0.147], [-0.103, -0.207, -0.046], [0.063, 0.332, -0.004], [0.227, 0.099, 0.078], [-0.282, -0.429, 0.105], [-0.630, 0.177, -0.702], [0.073, -0.216, -0.027], [-0.048, 1.197, -0.774], [-0.137, -0.442, 0.160], [-0.471, -4.197, 3.809], [-1.384, -1.940, -0.413], [2.495, 0.579, -1.594], [-1.213, 3.300, -3.442], [-0.013, 1.234, 1.773], [-0.151, -0.176, 1.156], [0.144, 0.040, -0.058], [-0.272, -0.159, 0.144], [-0.115, -0.054, 0.101], [0.014, -0.734, 0.292], [0.808, 1.117, 0.172], [-0.163, 0.383, -0.307], [-0.048, 0.320, -0.152], [-0.233, 0.013, -0.156], [-0.664, -0.033, -0.559], [0.703, -0.507, -0.740], [0.374, 0.153, 0.177], [0.085, -0.449, 0.221], [2.836, 0.677, 1.301], [-3.507, -0.077, -1.425], [-0.996, -0.620, -0.149], [0.002, 0.535, 1.460], [4.298, 1.503, -0.252], [-0.979, -1.037, 0.563], [-0.512, -1.072, -1.771], [-0.068, 0.692, 0.141], [-1.087, 0.085, 0.061], [0.196, -0.734, -0.321], [0.148, -0.009, -0.165], [-0.446, -0.591, -1.088], [-0.483, 0.169, -0.284], [0.135, 0.391, 1.158], [0.192, 0.167, -0.185], [-0.227, -0.141, 0.229], [0.209, 0.505, 0.217], [0.248, -0.014, 0.273], [0.180, -0.684, -0.055], [0.111, 0.715, -0.829], [2.416, -1.007, 5.100], [0.043, -0.583, 2.429], [-0.320, 0.831, -1.509], [-0.603, -0.236, -4.804], [-1.437, 1.404, 1.226], [-0.432, 0.010, -0.415], [0.142, -0.076, -0.027], [-0.127, -0.026, 0.122], [0.124, 0.564, 0.211], [-0.934, -0.395, -0.264], [0.241, -0.604, -0.333], [-0.288, -0.136, -0.170], [0.470, 0.947, -0.605], [0.022, -0.402, -0.257], [0.181, -0.172, -0.202], [0.017, 0.135, 0.016], [-0.022, -0.239, 0.081], [0.331, -1.048, 0.237], [-0.215, -0.300, 1.364], [0.194, -2.398, 0.439], [-0.480, 0.810, 1.012], [0.043, 0.404, -1.262], [3.005, 2.430, -1.457], [-1.443, -0.240, 0.772], [-0.172, -0.279, -0.551], [0.280, 0.365, -0.373], [-0.756, -0.280, 0.022], [-0.008, -0.296, -0.439], [0.238, 0.175, 0.098], [-0.263, 0.117, 0.175], [-0.263, -0.069, -0.104], [-0.241, 0.497, -0.032], [-0.045, -0.313, 0.226], [-0.113, 0.395, -0.126], [-0.120, 0.287, 0.026], [-0.015, -0.030, 0.125], [-1.004, -0.876, -0.455], [1.761, 0.669, -0.433], [-1.135, 0.087, 3.297], [0.045, -1.688, 2.009], [2.466, 2.985, -2.131], [0.446, -0.184, -4.018], [-2.470, -0.647, -0.312], [-0.944, 0.639, 1.071], [-0.146, -0.150, -0.720], [0.287, 0.834, 0.160], [-0.035, -0.144, 0.122], [-0.759, -1.372, -0.014], [0.476, 0.123, 1.297], [0.143, 0.117, -0.094], [0.151, -0.137, -0.286], [-0.152, -0.054, 0.441], [0.319, -0.420, -0.107], [0.371, 0.323, 0.372], [-0.099, -0.191, -0.243], [0.949, -2.035, 1.671], [-0.888, 2.596, -0.069], [0.183, -4.075, -2.112], [0.016, 1.092, 0.011], [0.862, -1.420, -1.395], [-1.500, 3.160, 0.856], [0.034, -0.324, 2.634], [0.850, -1.478, -0.179], [0.888, 0.087, -0.926], [0.032, -0.581, 0.277], [0.012, 0.839, -0.459], [-0.478, 0.590, 0.132], [-0.167, -0.338, -0.284], [-0.110, 0.077, -0.226], [-0.088, 0.166, 0.021], [-0.213, 0.193, -0.325], [-0.223, -0.031, -0.133], [-0.573, 0.912, -0.519], [0.292, 0.485, 0.466], [-0.472, -0.186, -1.206], [1.095, 0.632, 0.449], [0.113, -1.113, -0.877], [-1.182, -2.824, 1.561], [0.745, 1.052, -0.265], [1.265, 2.956, -0.162], [-1.771, -0.322, -0.572], [1.044, -0.438, -0.163], [-0.042, -0.043, 0.249], [-0.444, -0.349, -0.285], [-0.124, -0.051, 0.991], [-0.281, -0.166, 0.087], [0.080, -0.253, 0.443], [-0.110, -0.139, 0.175], [-0.121, 0.687, -0.604], [0.073, -0.091, 0.458], [-0.145, -0.146, 0.472], [-0.100, 0.604, -0.280], [0.201, 0.288, -0.155], [0.550, -2.327, -2.149], [-3.060, 1.392, -0.362], [-0.037, 1.061, 0.827], [0.894, -1.732, 0.154], [-1.305, 1.088, 0.721], [1.534, 1.092, 1.291], [1.627, -0.330, 0.311], [-3.756, 3.771, 3.139], [0.161, -1.084, -0.607], [0.853, 0.158, -0.339], [-0.494, -1.342, -0.241], [1.575, -1.736, 0.980], [0.901, -0.141, -1.026], [1.220, -0.573, -1.806]],
  "mulliken_charge": [-1.196, 0.414, 0.286, -0.027, -0.338, -0.998, 0.197, -0.506, -0.505, 0.101, -0.200, -0.887, 0.083, 0.380, 0.250, 0.339, 0.407, 0.660, 0.511, 0.440, 0.349, 0.349, 0.391, -1.147, 0.516, 1.098, -0.605, -1.195, 0.598, -0.786, -0.787, -0.310, 0.270, 0.509, 0.771, -1.197, 0.680, 0.598, 0.688, 0.454, 0.332, 0.033, -1.088, 0.250, 1.013, -0.226, -0.805, 0.469, -0.766, -0.877, 0.408, 0.456, -0.029, 0.262, -0.459, -0.049, 0.731, 0.498, 0.396, 0.247, 0.342, -1.818, 0.898, 0.460, -0.313, -0.923, 0.457, -1.191, -0.475, 0.573, 0.326, 0.405, 0.406, -0.577, 0.574, 0.503, 0.676, 0.252, 0.054, 0.387, -1.860, 1.491, 1.111, -0.373, -1.013, 0.359, -1.394, -0.635, 0.509, 0.303, 0.421, -0.213, -0.350, 0.573, 0.575, 0.750, 0.354, 0.235, 0.266, -1.419, 0.798, 0.572, -0.084, -0.993, 0.178, -0.258, -0.766, 0.521, 0.423, 0.081, 0.320, -0.804, 0.189, 0.613, 0.473, 0.364, 0.325, 0.259, -1.096, -0.635, 0.438, -1.268, 0.344, 0.828, -0.899, -0.346, 0.347, 0.285, 0.406, 0.450, 0.331, 0.617, 0.078, 0.719, -0.543, 0.302, 0.319, -1.291, 1.223, 0.624, -0.323, -0.865, 0.301, -0.716, -0.887, -0.051, 0.595, 0.394, -0.001, -0.928, 0.521, 0.550, 0.753, 0.365, 0.333, 0.366, -1.819, 0.411, 0.875, -0.861, -0.760, 0.910, -0.446, 0.162, 0.382, 0.443, 0.411, 0.000, 0.013, 0.699, 0.649, 0.132, -0.220, 0.440, -0.642, 1.793, -0.337, -0.314, -0.319, -0.438, -0.661, -0.422, 1.355, -0.380, -0.505, -0.394, -0.414, -0.389, -0.358]
}